{"formula": "C3H14O3S", "method": "ωB97M-V with the def2-TZVPD basis set", "species": ["H", "O", "C", "H", "H", "H", "H", "O", "S", "H", "H", "C", "H", "C", "H", "O", "H", "H", "H", "H", "H"], "xyz": [[-2.752, 1.740, 2.978], [1.179, 0.815, 2.663], [-0.661, 1.398, -2.612], [-1.249, 0.829, -3.257], [4.475, -3.074, -1.387], [-0.748, -2.728, -0.376], [-1.813, -2.088, 0.979], [-2.472, 2.423, 3.598], [0.258, 0.311, -1.301], [-1.500, -1.272, -1.467], [1.132, 0.488, 1.753], [-0.943, -1.821, 0.291], [-3.201, 2.979, 3.616], [-1.251, -0.618, -0.687], [-0.195, -1.539, 0.912], [3.542, -2.928, -1.318], [0.137, 1.792, -3.170], [-1.385, 2.175, -2.241], [0.515, 1.363, 3.026], [3.606, -1.949, -1.611], [-2.014, 0.067, -0.455]], "nbo_charge": [0.465, -0.980, -0.677, 0.205, 0.459, 0.216, 0.216, -0.927, 0.098, 0.207, 0.490, -0.600, 0.463, -0.501, 0.203, -0.922, 0.218, 0.213, 0.488, 0.463, 0.204], "energy_ha": -746.5289, "orbital_gap_ev": 9.4, "e_above_lowest_kcal_mol": 49.6, "smiles": "CCSC.O.O.O", "fmax_ev_per_a": 3.5}